[1]
76
Properties=species:S:1:pos:R:3 method="wB97M-V/def2-TZVPD" fmax_ev_per_a=1.05 orbital_gap_ev=7.77 e_lumo_ev=-2.48 energy_ha=-2023.0984 total_charge=+1
Mg -0.9340 0.4180 0.1807
C 1.0371 -1.8374 5.1981
C 0.3085 -0.7107 5.5711
C -0.4365 -0.0160 4.6353
C -0.4536 -0.4450 3.3153
C 0.2610 -1.5703 2.9421
C 1.0086 -2.2675 3.8803
N -1.1990 0.2381 2.2844
N -2.0670 1.0229 2.7171
C -2.8685 1.7347 1.7767
C -3.8748 2.5032 2.3729
C -4.7408 3.2190 1.5706
C -4.5784 3.1626 0.1881
C -3.5511 2.4032 -0.3745
C -2.6514 1.6497 0.3873
H 1.6193 -2.3801 5.9355
H 0.3312 -0.3709 6.5990
H -0.9940 0.8706 4.9089
H 0.2155 -1.9075 1.9146
H 1.5628 -3.1499 3.5824
H -3.9667 2.5187 3.4543
H -5.5306 3.8210 2.0053
H -5.2593 3.7180 -0.4516
H -3.4576 2.4322 -1.4614
O -2.3486 -2.9054 -1.7679
C -1.5608 -2.2218 -1.1314
O -1.6858 -0.9491 -0.9123
C -0.2594 -2.8562 -0.6661
C -0.2296 -4.1683 -0.2284
C 0.9855 -4.7119 0.1550
C 2.1333 -3.9437 0.0356
C 2.0139 -2.6443 -0.4270
N 0.8379 -2.0868 -0.7534
H -1.1484 -4.7398 -0.1947
H 1.0367 -5.7266 0.5302
H 3.1083 -4.3399 0.2991
H 2.8922 -2.0150 -0.5320
C 4.5490 0.4038 3.3194
N 4.1203 0.4387 1.9181
C 4.9598 0.1577 0.9004
C 4.5568 0.1649 -0.3875
C 3.1792 0.4607 -0.6336
N 2.3286 0.6827 0.3678
C 2.7705 0.7362 1.6698
O 2.0543 1.0409 2.6064
N 2.7379 0.5060 -1.9018
H 5.6344 0.4274 3.3595
H 4.1816 -0.4972 3.8103
H 4.1385 1.2598 3.8427
H 5.9848 -0.0597 1.1739
H 5.2487 -0.0338 -1.1947
H 3.3780 0.3456 -2.6569
H 1.7953 0.7955 -2.1268
N -2.7446 -0.1851 -4.8535
C -2.0072 -1.2105 -4.0132
C -0.5889 -0.7172 -3.7838
N -0.5335 0.6087 -3.1563
C -1.2778 1.5895 -3.9407
C -2.7237 1.1745 -4.1916
H -3.7050 -0.4906 -4.9838
H -2.3156 -0.1221 -5.7732
H -2.0428 -2.1722 -4.5199
H -2.5472 -1.2970 -3.0727
H -0.0613 -0.6543 -4.7411
H -0.0645 -1.4397 -3.1598
H -0.9394 0.5438 -2.2373
H -0.7637 1.7346 -4.8951
H -1.2851 2.5439 -3.4218
H -3.2489 1.8803 -4.8293
H -3.2536 1.0626 -3.2484
N 0.6663 3.2393 -1.2030
N 0.1675 2.5101 -0.0802
H 1.3892 3.8772 -0.9051
H -0.0932 3.8004 -1.5545
H -0.1828 3.1234 0.6469
H 0.9819 2.0239 0.3109


[2]
11
Properties=species:S:1:pos:R:3 method="wB97M-V/def2-TZVPD" fmax_ev_per_a=5.48 orbital_gap_ev=8.15 relative_energy_kj_mol=548.2 e_lumo_ev=4.10 energy_ha=-1043.7938 total_charge=-1
C -0.2824 -1.7585 -0.1163
C 0.9784 -1.5652 0.2190
S 1.3162 0.1492 0.2557
O 2.6456 0.4620 -0.2225
O 0.9509 0.6336 1.5803
O 0.3351 1.1506 -0.8822
P -1.2553 1.2643 -0.6522
H -0.7389 -2.7556 -0.3424
H -1.1694 -1.0517 -0.1012
H -1.3861 0.9824 0.6964
H -1.3941 2.4889 -0.4345


[3]
98
Properties=species:S:1:pos:R:3 method="wB97M-V/def2-TZVPD" fmax_ev_per_a=3.04 orbital_gap_ev=7.09 relative_energy_kj_mol=187.7 e_lumo_ev=1.88 energy_ha=-7549.8811 total_charge=-1
Ta -0.0218 -0.7337 0.2559
Cl 3.4817 4.0576 5.2602
C 3.0290 3.1107 3.8994
C 1.7159 3.1317 3.4344
Cl 0.5759 4.2053 4.1322
C 1.3373 2.2948 2.4065
Cl -0.2573 2.2596 1.7671
C 2.2349 1.3802 1.7941
O 1.8464 0.5577 0.9127
C 3.5913 1.4970 2.1983
Cl 4.7658 0.6002 1.3151
C 3.9653 2.3058 3.2544
Cl 5.5995 2.3164 3.7790
N 1.1532 2.6287 -1.4288
C 1.8596 2.4664 -2.6914
C 2.2184 0.9924 -2.9228
C 1.0125 0.1297 -2.5436
O 0.1421 -0.1646 -3.3486
O 0.9941 -0.2173 -1.3185
H 1.1728 3.5974 -1.1288
H 1.5966 2.0626 -0.7102
H 2.7903 3.0631 -2.7515
H 1.1970 2.8137 -3.4944
H 3.0409 0.7134 -2.2617
H 2.4972 0.8312 -3.9644
C -5.3557 1.9287 -3.2543
C -4.3182 2.7371 -4.0269
C -3.2636 1.8952 -4.7458
C -2.2420 1.2173 -3.8326
N -2.8173 0.1535 -3.0551
C -2.8844 0.1128 -1.7106
Se -1.8420 1.1514 -0.5684
N -3.6855 -0.9062 -1.3365
C -4.0682 -1.1906 0.0226
C -5.0935 -0.1891 0.5546
C -6.5280 -0.3895 0.0652
C -7.1507 -1.6803 0.5877
C -4.0125 -1.6327 -2.4538
C -4.6971 -2.8283 -2.6171
C -4.7436 -3.3622 -3.8894
C -4.1306 -2.7284 -4.9689
C -3.4849 -1.5137 -4.8266
C -3.4363 -0.9646 -3.5524
H -6.2103 2.5566 -3.0110
H -4.9409 1.5572 -2.3224
H -5.7135 1.0869 -3.8442
H -3.8209 3.4226 -3.3404
H -4.8370 3.3307 -4.7836
H -2.6995 2.5477 -5.4148
H -3.7619 1.1448 -5.3606
H -1.8277 1.9358 -3.1199
H -1.4176 0.8065 -4.4181
H -3.1669 -1.1461 0.6390
H -4.4548 -2.2052 0.0614
H -4.7532 0.8139 0.2851
H -5.0911 -0.2691 1.6420
H -6.5762 -0.3608 -1.0248
H -7.1147 0.4544 0.4335
H -6.7640 -2.5493 0.0627
H -8.2321 -1.6658 0.4653
H -6.9260 -1.7934 1.6451
H -5.1270 -3.3515 -1.7789
H -5.2379 -4.3101 -4.0416
H -4.1445 -3.2103 -5.9355
H -2.9853 -1.0486 -5.6618
C 2.6942 -4.3204 0.7331
C 1.7502 -3.1960 1.2027
O 1.4786 -2.2899 0.2586
C 2.3739 -2.4313 2.3961
F 2.5043 -3.1160 3.5450
F 3.5876 -1.9761 2.1040
F 1.5956 -1.3629 2.6791
C 0.4632 -3.8792 1.7366
F 0.6823 -4.6772 2.7985
F -0.4614 -2.9767 2.1357
F -0.1125 -4.6585 0.8284
H 3.6447 -3.8828 0.4379
H 2.2346 -4.7954 -0.1319
H 2.8484 -5.0545 1.5221
O -1.1782 -0.4927 1.8554
N -0.7348 -0.3532 3.0949
C -1.4941 -0.7810 4.0602
C -0.9959 -0.7564 5.3818
N -0.6152 -0.7985 6.4634
C -2.7941 -1.3087 3.8536
N -3.8544 -1.6669 3.5971
N -1.2122 -1.9560 -0.4168
C -1.4032 -3.0605 -1.1350
C -2.3639 -4.0451 -0.8195
C -2.4268 -5.2194 -1.5377
C -1.5671 -5.4582 -2.5978
C -0.6323 -4.4903 -2.9423
C -0.5589 -3.3100 -2.2413
H -3.0022 -3.8889 0.0381
H -3.1518 -5.9738 -1.2625
H -1.6188 -6.3885 -3.1456
H 0.0498 -4.6734 -3.7627
H 0.1685 -2.5513 -2.4871


[4]
39
Properties=species:S:1:pos:R:3 method="wB97M-V/def2-TZVPD" fmax_ev_per_a=0.56 orbital_gap_ev=10.71 relative_energy_kj_mol=0.0 e_lumo_ev=0.53 energy_ha=-2562.1685 total_charge=0
Zn 0.3581 0.9305 0.1667
F 2.1604 0.5633 0.1606
F -0.6200 2.4410 0.5738
C 1.6703 1.0258 3.9823
C 1.1630 -0.1247 3.1223
C 0.6108 -1.2681 3.9521
O 0.1479 0.3538 2.2228
H 2.5195 0.7111 4.5895
H 0.8783 1.3817 4.6468
H 2.0072 1.8483 3.3520
H 1.9523 -0.4652 2.4533
H 1.3719 -1.6457 4.6384
H 0.3046 -2.1013 3.3167
H -0.2452 -0.9385 4.5438
H -0.4286 0.9987 2.6493
C -0.1389 3.2584 -3.3940
C -0.6153 1.9483 -2.7755
C -1.0725 0.9358 -3.8108
O 0.4034 1.3744 -1.9416
H 0.4223 3.0835 -4.3167
H 0.4912 3.7958 -2.6883
H -0.9953 3.8814 -3.6518
H -1.4249 2.1806 -2.0827
H -0.3147 0.8224 -4.5920
H -1.9776 1.2964 -4.3040
H -1.2573 -0.0379 -3.3613
H 1.2602 1.3853 -2.3789
C -1.4819 -2.9190 0.4268
C -0.4497 -1.9636 -0.1276
C 0.1435 -2.4180 -1.4465
O -1.0048 -0.6397 -0.2447
H -1.0018 -3.8661 0.6804
H -2.2573 -3.1483 -0.3104
H -1.9274 -2.4957 1.3255
H 0.3498 -1.8676 0.6105
H -0.6276 -2.5241 -2.2169
H 0.6216 -3.3915 -1.3241
H 0.8861 -1.7082 -1.8093
H -1.8816 -0.6932 -0.6362


[5]
11
Properties=species:S:1:pos:R:3 method="wB97M-V/def2-TZVPD" fmax_ev_per_a=4.57 orbital_gap_ev=7.67 relative_energy_kj_mol=234.9 e_lumo_ev=-7.78 energy_ha=-719.7405 total_charge=+1
O -2.6005 -0.7430 -0.6701
C -1.5539 -0.6331 -0.1421
S -0.5990 -1.6018 0.9537
C 0.9693 -0.6155 0.6411
C 0.6095 0.6782 0.0013
N -0.6786 0.6445 -0.5748
O -1.1630 1.4598 -1.2796
H 1.5071 -1.0576 -0.2724
H 1.5757 -0.6144 1.4914
H 0.6832 1.4575 0.6875
H 1.2501 1.0253 -0.8360


[6]
20
Properties=species:S:1:pos:R:3 method="wB97M-V/def2-TZVPD" fmax_ev_per_a=3.54 orbital_gap_ev="7.53 / 7.90" relative_energy_kj_mol=88.8 e_lumo_ev="-0.20 / -0.28" energy_ha=-3110.2494 total_charge=0
C 0.2861 -0.6091 -0.3915
C -0.3941 0.5556 0.0961
C 1.5961 -0.5572 0.1000
C 0.1791 1.4498 0.9119
C -0.4924 -1.4686 -1.3540
C -3.0027 -0.3023 -0.4687
C 2.6997 -1.4809 -0.1994
C -0.3210 2.6918 1.5537
S 1.9156 0.9938 0.9771
Se -2.2042 -2.0018 -0.4429
H -0.7450 -0.8095 -2.1038
H 0.0740 -2.2584 -1.7250
H -3.7210 -0.1021 0.3280
H -3.3053 0.0604 -1.4022
H 3.6319 -1.0042 0.2102
H 2.3454 -2.4029 0.1394
H 2.8330 -1.6445 -1.3751
H -1.3702 2.5700 1.6457
H 0.0649 2.6804 2.6367
H -0.0700 3.6395 0.8637


[7]
32
Properties=species:S:1:pos:R:3 method="wB97M-V/def2-TZVPD" fmax_ev_per_a=0.42 orbital_gap_ev=10.61 relative_energy_kj_mol=0.0 e_lumo_ev=0.41 energy_ha=-783.3818 total_charge=0
C -2.3876 -0.8867 -0.6582
C -1.8712 0.5409 -0.6132
C -0.3420 0.6251 -0.4743
C 0.3092 0.0645 -1.7175
O 0.5202 -1.1199 -1.8818
N 0.0518 2.0074 -0.2974
C 1.3010 2.2856 0.1193
O 2.1792 1.4413 0.1910
H -2.1374 -1.4058 -1.5835
H -1.9551 -1.4902 0.1435
H -3.4693 -0.9209 -0.5431
H -2.1778 1.0916 -1.5041
H -2.3031 1.0515 0.2477
H -0.0506 0.0312 0.3929
H 0.5624 0.7917 -2.4982
H -0.6683 2.6952 -0.1402
H 1.4898 3.3446 0.3277
O -1.0528 0.0938 -4.1982
H -0.7523 -0.8161 -4.0863
H -1.3045 0.1564 -5.1296
O -0.5969 -1.6070 3.3000
H -0.5223 -2.0308 2.4351
H 0.3165 -1.4066 3.5371
O 0.6948 -2.5575 0.4672
H 0.6070 -2.1704 -0.4304
H 1.1808 -3.3797 0.3485
O 1.8255 -0.6079 2.0698
H 1.5733 -1.3703 1.5136
H 2.1637 0.0494 1.4415
O -0.3695 1.1250 2.6703
H 0.4561 0.6226 2.5228
H -0.9330 0.4673 3.1034


[8]
91
Properties=species:S:1:pos:R:3 method="wB97M-V/def2-TZVPD" fmax_ev_per_a=3.05 orbital_gap_ev=8.82 relative_energy_kj_mol=248.9 e_lumo_ev=0.38 energy_ha=-1787.9238 total_charge=0
C -1.8489 3.9579 1.0832
O -2.2615 3.3556 2.4034
C -1.6527 2.1107 2.7996
C -2.5363 0.9983 2.2135
C -4.0259 1.0133 2.6444
N -1.9149 -0.2891 2.4152
H -1.7659 3.1271 0.3824
H -0.8474 4.3676 1.2142
H -2.4241 4.8510 0.8393
H -0.6555 2.0563 2.3629
H -1.6111 2.0277 3.8856
H -2.6481 1.1638 1.1419
H -4.1739 0.7040 3.6791
H -4.5639 0.2345 2.1039
H -4.5429 1.9636 2.5110
H -1.7862 -0.3055 3.4168
H -0.9808 -0.3755 2.0408
C -0.9054 -7.3779 -1.4590
O -0.3279 -6.0760 -1.3786
C 0.5604 -5.8318 -0.2759
C 1.2370 -4.4364 -0.2705
C 2.3537 -4.2571 0.7708
N 0.2874 -3.3680 -0.2509
H -0.1107 -8.1212 -1.3957
H -1.4278 -7.5662 -2.3969
H -1.5960 -7.5216 -0.6280
H -0.0970 -5.9410 0.5866
H 1.2946 -6.6221 -0.1197
H 1.7244 -4.2515 -1.2278
H 3.1246 -5.0253 0.8304
H 2.0059 -4.1485 1.7982
H 2.9587 -3.4132 0.4393
H -0.3679 -3.6243 0.4736
H -0.3380 -3.5738 -1.0168
C -4.7019 3.2938 -0.8296
O -3.8376 2.4141 -1.4786
C -4.2178 1.0304 -1.3785
C -3.1885 0.1762 -2.1345
C -1.7336 0.5844 -1.7596
N -3.3035 0.4274 -3.5940
H -5.6994 3.2290 -1.2644
H -4.3991 4.3223 -1.0262
H -4.7131 3.1285 0.2477
H -4.2598 0.8572 -0.3032
H -5.2840 1.0207 -1.6048
H -3.3873 -0.8805 -1.9559
H -1.5433 1.6450 -1.9242
H -0.9163 0.0322 -2.2235
H -1.5272 0.4050 -0.7045
H -4.2908 0.2931 -3.7591
H -3.2213 1.4306 -3.6771
O 0.8386 -1.1826 1.5375
C 1.9235 -0.3194 1.3346
C 1.9772 0.0053 -0.1761
O 2.4922 -1.1118 -0.9585
H 0.8633 -2.0210 1.0705
H 1.7699 0.5548 1.9673
H 2.8473 -0.7227 1.7492
H 2.6526 0.8345 -0.3866
H 0.9773 0.2214 -0.5523
H 1.9442 -1.8899 -0.8327
O -0.1919 5.6447 -2.5227
C -0.6851 4.3055 -2.7346
C 0.4942 3.4307 -2.7218
O 0.9261 3.1621 -1.3553
H 0.1797 5.6852 -1.6384
H -1.4864 4.1045 -2.0235
H -1.0976 4.2396 -3.7415
H 1.2944 3.9196 -3.2775
H 0.3086 2.4785 -3.2187
H 1.8567 3.3849 -1.2784
O 3.0985 2.0624 -4.5029
C 3.3786 1.4198 -3.2219
C 4.3924 2.2873 -2.4339
O 3.8052 3.4244 -1.7679
H 2.8538 2.9886 -4.4408
H 2.4191 1.4570 -2.7061
H 3.7249 0.4102 -3.4428
H 5.2745 2.5605 -3.0129
H 4.8895 1.7036 -1.6590
H 4.3911 3.5504 -1.0180
O 3.5570 -3.0103 3.4572
C 3.7332 -2.4093 4.7613
C 2.8377 -1.1516 5.0217
O 1.5286 -1.4467 4.6380
H 4.3469 -3.4470 3.1300
H 3.5748 -3.1544 5.5409
H 4.7873 -2.1484 4.8550
H 3.1483 -0.2907 4.4296
H 2.9326 -0.7310 6.0228
H 1.5292 -2.0134 3.8631


[9]
15
Properties=species:S:1:pos:R:3 method="wB97M-V/def2-TZVPD" fmax_ev_per_a=3.13 orbital_gap_ev=9.48 relative_energy_kj_mol=251.0 e_lumo_ev=-0.15 energy_ha=-909.1582 total_charge=0
C 0.3495 -1.7413 0.1773
C 0.0184 -0.4659 -0.0085
C 1.6979 -2.2671 -0.0123
C -1.3582 -0.0565 0.1385
N 3.2700 1.2263 -0.3002
O 2.0706 -3.4056 -0.0174
O 2.5694 -1.2872 -0.3913
O 0.8886 0.5323 -0.1472
O 4.5670 1.6734 0.1646
S 2.4285 0.1774 0.4196
H -0.4112 -2.3699 0.6490
H -1.6191 0.2922 -0.8394
H -1.6130 0.5392 0.9258
H -1.8541 -0.9560 0.4457
H 4.9480 2.0394 -0.6332


[10]
8
Properties=species:S:1:pos:R:3 method="wB97M-V/def2-TZVPD" s_squared=20.796 spin_multiplicity=9 fmax_ev_per_a=2.62 orbital_gap_ev="7.18 / 4.94" e_lumo_ev="-10.52 / -12.93" energy_ha=-1017.9040 total_charge=+2
H -2.0194 1.2332 1.6628
O 1.1651 -1.3324 -0.0454
C -0.0725 -0.9129 -0.1473
C -0.3933 0.3921 -0.2604
H -0.8880 -1.6457 -0.1094
H -1.2893 0.8824 -0.6238
F 0.7420 1.2524 -0.2773
Gd 2.7554 0.1310 -0.1993


[11]
14
Properties=species:S:1:pos:R:3 method="wB97M-V/def2-TZVPD" fmax_ev_per_a=0.90 orbital_gap_ev=10.86 relative_energy_kj_mol=18.5 e_lumo_ev=0.79 energy_ha=-361.8738 total_charge=0
C -1.4974 -0.9113 0.1056
C -0.3668 -0.2720 -0.6786
C 0.0218 1.1033 -0.1159
N 1.0197 0.6677 0.8541
C 1.7341 -0.3255 0.2075
O 2.9173 -0.5508 0.2751
O 0.8684 -1.0141 -0.5800
H -1.2887 -0.8507 1.1780
H -1.6379 -1.9571 -0.1775
H -2.4290 -0.3685 -0.0992
H -0.5964 -0.2403 -1.7454
H -0.8143 1.6525 0.3294
H 0.4851 1.7213 -0.8954
H 1.5843 1.3455 1.3422


[12]
14
Properties=species:S:1:pos:R:3 method="wB97M-V/def2-TZVPD" fmax_ev_per_a=0.96 orbital_gap_ev=10.13 relative_energy_kj_mol=77.9 e_lumo_ev=0.89 energy_ha=-249.6840 total_charge=0
C 1.0731 0.8391 0.3058
C -0.1058 0.3942 -0.5124
O -0.9635 1.4899 -0.7832
C -0.9813 -0.6721 0.1128
N -0.2503 -1.8709 0.5530
H 1.5898 1.6457 -0.2224
H 0.8348 1.2056 1.3052
H 1.8386 0.0806 0.4359
H 0.2383 -0.0173 -1.4754
H -0.5769 2.0105 -1.4976
H -1.5599 -0.2868 0.9554
H -1.7203 -0.9816 -0.6281
H 0.5226 -2.0791 -0.0558
H 0.0608 -1.7578 1.5069